# 1
This record from the OMol25 dataset describes a structure of composition C17H46N3O8Zn in a non-equilibrium geometry. The level of theory is ωB97M-V/def2-TZVPD.

energy above the lowest of the compared OMol25 structures with the same formula, charge and spin = 0.00 kcal per mole
E_HOMO = -11.63 eV
spin multiplicity = 1
total charge = +1

Each line ends with the Mulliken charge.
CARTESIAN COORDINATES (ANGSTROEM)
Zn -0.587 0.025 -1.538  0.208
O 1.982 -0.989 1.138  -0.461
C 1.184 -0.582 0.159  1.157
O 0.224 -1.314 -0.246  -0.741
O 1.175 0.575 -0.294  -0.760
H 1.796 -1.940 1.257  0.406
C -2.178 -4.169 2.327  -1.010
C -0.981 -4.837 1.645  0.157
C -1.371 -5.374 0.236  -0.925
O -0.037 -3.790 1.380  -0.486
H -1.805 -3.590 3.179  0.313
H -2.834 -4.883 2.830  0.438
H -2.735 -3.445 1.738  0.101
H -0.594 -5.632 2.275  0.405
H -1.736 -4.531 -0.353  0.171
H -2.088 -6.194 0.247  0.408
H -0.431 -5.718 -0.195  0.157
H -0.509 -3.120 0.870  0.144
C -1.533 5.002 1.880  -1.265
C -0.226 4.871 1.050  0.121
C 0.919 5.490 1.846  -0.699
O 0.846 6.935 1.763  -0.358
C 1.695 7.607 2.638  -0.768
N 0.103 3.463 0.839  -0.065
H -2.442 4.737 1.341  0.260
H -1.582 6.034 2.220  0.431
H -1.472 4.284 2.699  0.250
H -0.304 5.323 0.060  0.389
H 1.930 5.341 1.456  0.436
H 0.896 5.220 2.908  0.331
H 2.773 7.402 2.599  0.300
H 1.365 7.486 3.676  0.323
H 1.688 8.677 2.418  0.274
H 0.111 2.987 1.742  -0.258
H 0.953 3.258 0.331  0.278
C -3.172 1.500 -2.807  -1.408
C -2.587 2.044 -1.482  0.371
C -2.954 1.117 -0.340  -0.514
O -2.405 -0.136 -0.666  0.169
C -2.926 -1.253 0.044  -0.814
N -1.123 2.081 -1.662  -0.321
H -2.877 2.282 -3.515  0.463
H -4.254 1.628 -2.837  0.408
H -2.853 0.497 -3.075  0.233
H -3.000 3.039 -1.312  0.504
H -4.026 1.221 -0.166  0.509
H -2.504 1.561 0.559  0.377
H -3.089 -1.033 1.099  0.491
H -2.250 -2.091 -0.099  -0.095
H -3.888 -1.586 -0.355  0.372
H -0.693 2.507 -0.824  0.269
H -0.957 2.797 -2.366  0.364
C 2.247 -4.362 -1.619  -0.463
C 2.332 -4.275 -3.123  0.613
C 3.644 -3.605 -3.573  -0.871
O 4.229 -2.637 -2.746  -0.368
C 3.624 -1.372 -2.789  -0.387
N 2.000 -5.616 -3.718  -0.690
H 1.338 -4.752 -1.156  -0.223
H 2.202 -3.373 -1.140  -0.013
H 3.069 -4.884 -1.124  0.373
H 1.519 -3.581 -3.374  0.101
H 3.527 -3.274 -4.613  0.362
H 4.426 -4.369 -3.640  0.441
H 2.573 -1.431 -2.469  -0.098
H 3.782 -0.915 -3.768  0.387
H 4.067 -0.762 -2.000  0.235
H 1.341 -5.527 -4.488  0.303
H 2.879 -5.718 -4.237  0.315
C 0.388 1.787 3.832  -0.822
O -0.063 1.201 2.619  -0.442
H 1.054 2.646 3.695  0.293
H -0.439 2.189 4.416  0.305
H 0.922 1.081 4.470  0.328
H 0.702 0.765 2.227  0.284

Forces on atoms 1 to 3 (eV/Å):
Zn 1.045 0.946 1.571
O -0.226 -0.176 -0.785
C -1.461 0.949 0.039

# 2
This record from the OMol25 dataset describes a structure of composition C17H47BGaO9. The level of theory is ωB97M-V/def2-TZVPD.

E_HOMO = -3.92 eV
spin multiplicity = 1
total charge = -1

Each line ends with the Mulliken charge.
CARTESIAN COORDINATES (ANGSTROEM)
C -3.585 -1.541 5.391  -1.029
B -2.761 -0.931 4.165  0.096
O -3.424 -1.090 2.925  -0.397
Ga -0.806 -0.058 4.385  0.413
H -3.643 -2.638 5.288  0.319
H -4.618 -1.171 5.390  0.265
H -3.129 -1.337 6.361  0.189
H -3.783 -1.974 2.806  0.182
H -0.016 -0.145 2.963  -0.289
H -0.965 1.497 4.807  -0.339
H -0.009 -0.894 5.514  -0.399
C 0.824 0.011 -0.325  -0.385
O 1.432 -0.965 -1.168  -0.439
C 2.547 -1.604 -0.581  -0.079
C 2.188 -2.952 0.015  -0.585
O 1.275 -2.822 1.080  -0.358
C -0.068 -3.096 0.734  -0.589
H -0.128 0.288 -0.773  -0.020
H 0.652 -0.364 0.686  0.369
H 1.455 0.906 -0.264  0.294
H 2.975 -0.970 0.206  0.212
H 3.309 -1.739 -1.354  0.241
H 3.099 -3.418 0.408  0.349
H 1.784 -3.605 -0.770  0.321
H -0.247 -4.178 0.704  0.406
H -0.318 -2.661 -0.236  0.259
H -0.701 -2.629 1.488  0.080
C -0.684 4.469 0.745  -0.540
O -1.992 4.694 0.248  -0.393
C -2.264 4.026 -0.968  -0.906
C -2.963 2.695 -0.769  -0.272
O -2.141 1.766 -0.097  0.200
C -2.428 1.622 1.296  -0.524
H -0.661 4.835 1.770  0.246
H -0.426 3.409 0.745  0.121
H 0.056 5.019 0.151  0.334
H -1.335 3.860 -1.528  0.324
H -2.907 4.682 -1.564  0.423
H -3.211 2.282 -1.753  0.112
H -3.901 2.852 -0.222  0.403
H -3.319 1.009 1.448  0.291
H -2.568 2.596 1.770  0.393
H -1.584 1.121 1.766  -0.348
C 6.618 -1.335 -2.580  -0.871
O 5.776 -0.938 -1.519  -0.248
C 6.383 -0.985 -0.241  -0.421
C 6.826 0.385 0.228  -0.605
O 7.843 0.932 -0.597  -0.380
C 7.363 1.868 -1.541  -0.698
H 6.123 -1.048 -3.507  0.258
H 7.594 -0.845 -2.527  0.357
H 6.767 -2.421 -2.582  0.317
H 7.238 -1.671 -0.250  0.370
H 5.643 -1.373 0.465  0.359
H 7.228 0.299 1.241  0.380
H 5.961 1.056 0.263  0.326
H 7.088 2.812 -1.055  0.325
H 6.494 1.487 -2.083  0.296
H 8.171 2.059 -2.245  0.241
C -4.817 -0.562 -4.054  -0.795
O -4.837 0.418 -3.038  -0.319
C -5.589 0.039 -1.895  -0.785
C -4.726 -0.510 -0.780  0.717
O -4.091 -1.725 -1.137  -0.495
C -2.734 -1.552 -1.511  -0.222
H -4.053 -0.268 -4.773  0.247
H -4.573 -1.550 -3.657  0.347
H -5.784 -0.616 -4.569  0.302
H -6.350 -0.700 -2.174  0.384
H -6.104 0.935 -1.534  0.388
H -5.362 -0.709 0.089  0.420
H -3.978 0.229 -0.485  -0.662
H -2.122 -1.276 -0.648  -0.141
H -2.619 -0.784 -2.281  0.269
H -2.390 -2.508 -1.906  0.383

Forces on atoms 1 to 3 (eV/Å):
C 0.175 -0.273 -0.007
B -0.318 0.015 -0.008
O 0.875 -0.031 -0.163

# 3
This record from the OMol25 dataset describes a structure of composition C17H48ClN2O11 in a non-equilibrium geometry. The level of theory is ωB97M-V/def2-TZVPD.

E_HOMO = -4.96 eV
spin multiplicity = 1
total charge = -1

Each line ends with the Mulliken charge.
CARTESIAN COORDINATES (ANGSTROEM)
Cl 13.542 -23.207 -23.518  1.906
O 14.186 -24.331 -22.984  -0.030
O 14.492 -22.129 -23.519  -0.832
O 13.213 -23.542 -24.897  -0.746
O 12.355 -22.879 -22.772  -0.960
C 12.391 -25.818 -21.318  -0.672
C 11.616 -25.311 -22.521  -1.355
O 12.427 -25.514 -23.689  -1.359
H 11.687 -26.282 -20.626  0.451
H 12.822 -24.958 -20.805  -0.498
H 13.133 -26.579 -21.559  0.284
H 11.296 -24.269 -22.516  1.006
H 10.802 -26.025 -22.643  0.710
H 13.009 -24.765 -23.839  -3.162
C 15.961 -18.787 -24.114  -1.484
C 15.343 -20.117 -23.943  0.066
O 16.223 -21.061 -23.416  -0.852
H 15.242 -17.968 -24.099  0.374
H 16.491 -18.812 -25.066  0.323
H 16.562 -18.572 -23.231  0.320
H 15.020 -20.508 -24.908  0.118
H 14.400 -20.047 -23.400  0.101
H 15.602 -21.791 -23.360  1.197
C 16.947 -24.501 -22.907  -0.038
O 18.098 -24.829 -22.715  -0.794
N 16.561 -23.267 -23.183  0.326
N 15.873 -25.258 -22.882  -0.610
H 15.637 -23.019 -23.507  -0.261
H 17.198 -22.513 -22.970  0.064
H 15.970 -26.255 -22.749  0.299
H 14.924 -24.912 -22.887  0.997
C 17.201 -25.211 -26.619  -1.850
C 16.505 -25.257 -25.268  0.620
C 15.021 -24.752 -25.265  -0.108
O 16.504 -26.612 -24.855  -0.726
H 18.283 -25.335 -26.606  0.383
H 16.835 -24.361 -27.195  0.300
H 16.869 -26.055 -27.223  0.429
H 17.128 -24.635 -24.625  0.410
H 14.479 -25.151 -26.123  0.976
H 14.866 -23.679 -25.374  0.966
H 14.473 -25.094 -24.387  1.296
H 16.143 -26.730 -23.973  0.203
C 13.453 -25.944 -25.687  0.212
C 12.186 -26.777 -25.548  0.522
C 12.210 -27.995 -26.508  -1.957
O 12.117 -27.223 -24.206  -0.830
H 14.319 -26.526 -25.371  0.470
H 13.470 -25.007 -25.131  -0.935
H 13.640 -25.731 -26.740  0.518
H 11.339 -26.158 -25.842  -0.477
H 12.188 -27.717 -27.562  0.323
H 11.314 -28.568 -26.271  0.490
H 13.120 -28.558 -26.299  0.377
H 12.270 -26.428 -23.691  1.673
C 13.671 -21.954 -20.437  -1.217
C 13.207 -23.376 -20.308  1.419
C 13.247 -23.844 -18.837  -1.580
O 11.938 -23.434 -20.855  -0.773
H 13.675 -21.639 -21.480  -0.095
H 14.698 -21.769 -20.121  0.376
H 13.085 -21.301 -19.791  0.465
H 13.829 -24.027 -20.922  0.077
H 14.247 -23.803 -18.404  0.353
H 12.999 -24.901 -18.743  0.316
H 12.552 -23.243 -18.251  0.355
H 12.034 -23.079 -21.742  0.673
C 11.286 -22.970 -26.332  -1.115
C 10.402 -23.343 -25.157  -0.071
C 10.493 -24.827 -24.714  -1.009
O 10.867 -22.464 -24.099  -0.647
H 11.486 -21.900 -26.395  0.327
H 10.825 -23.265 -27.274  0.442
H 12.265 -23.441 -26.242  0.190
H 9.380 -23.078 -25.425  0.542
H 11.532 -25.066 -24.485  0.312
H 10.262 -25.542 -25.504  0.549
H 9.848 -25.056 -23.865  0.409
H 11.819 -22.572 -24.156  0.528

Forces on atoms 1 to 3 (eV/Å):
Cl -0.639 5.089 -0.939
O -11.799 9.642 3.193
O -8.774 -2.102 -0.534

# 4
This record from the OMol25 dataset describes a cluster of 3 separate species, C17H48FN5O5P in total. The level of theory is ωB97M-V/def2-TZVPD.

E_HOMO = -3.64 eV
spin multiplicity = 1
total charge = -1

Each line ends with the Mulliken charge.
CARTESIAN COORDINATES (ANGSTROEM)
N -2.422 0.299 -0.630  -0.763
C -1.386 0.449 -1.670  0.915
N -0.363 1.330 -1.120  -0.409
N -2.109 1.012 -2.830  -0.625
C -0.748 -0.881 -2.113  -1.526
P 0.845 -1.701 -1.367  0.492
F 2.305 -2.488 -0.840  -0.461
C 0.375 -1.488 0.473  -1.343
C 1.090 -0.385 1.256  -0.274
C 2.087 -0.862 2.324  -0.414
O 3.439 -0.459 2.080  -0.594
H -3.330 0.411 -1.060  0.316
H -2.399 -0.635 -0.243  0.255
H 0.464 1.359 -1.701  0.292
H -0.732 2.257 -0.955  0.244
H -1.439 1.290 -3.538  0.251
H -2.570 1.867 -2.525  0.282
H -0.524 -0.808 -3.183  0.558
H -1.543 -1.629 -2.034  -0.128
H 1.567 -0.425 -1.373  -0.170
H 1.288 -1.965 -2.723  0.096
H 0.158 -3.003 -1.342  -0.240
H -0.708 -1.340 0.513  0.145
H 0.583 -2.473 0.896  0.725
H 1.647 0.245 0.551  0.215
H 0.356 0.281 1.718  0.480
H 2.085 -1.951 2.392  0.342
H 1.794 -0.485 3.314  0.094
H 3.594 0.352 2.586  0.295
C 1.698 2.472 4.738  -0.939
O 2.882 2.647 3.989  -0.124
C 2.974 3.899 3.320  -0.870
C 4.221 4.624 3.777  -0.298
N 4.130 4.935 5.192  -0.333
C 5.320 5.529 5.775  -0.772
C 6.595 4.688 5.770  -0.470
O 6.478 3.503 6.537  -0.410
C 6.137 2.340 5.806  -0.474
H 1.703 1.445 5.100  0.250
H 1.649 3.160 5.590  0.400
H 0.808 2.618 4.118  0.325
H 2.087 4.503 3.533  0.426
H 3.021 3.719 2.243  0.409
H 4.321 5.555 3.210  0.371
H 5.087 3.997 3.518  0.202
H 3.893 4.088 5.695  0.206
H 5.092 5.789 6.811  0.384
H 5.535 6.467 5.249  0.385
H 7.395 5.281 6.221  0.352
H 6.903 4.437 4.749  0.333
H 6.633 2.326 4.830  0.272
H 5.062 2.245 5.629  0.092
H 6.478 1.481 6.383  0.295
C -7.321 -2.976 -5.686  -0.782
O -6.660 -2.532 -4.526  -0.337
C -6.558 -3.516 -3.502  -0.819
C -5.106 -3.823 -3.207  -0.070
N -4.480 -4.438 -4.365  -0.331
C -3.073 -4.785 -4.185  -1.091
C -2.109 -3.631 -3.939  0.270
O -2.016 -2.754 -5.051  -0.447
C -2.864 -1.621 -5.030  -0.489
H -7.334 -2.143 -6.388  0.248
H -6.811 -3.829 -6.148  0.336
H -8.356 -3.276 -5.475  0.332
H -7.064 -4.434 -3.820  0.427
H -7.053 -3.136 -2.604  0.379
H -5.069 -4.528 -2.369  0.360
H -4.613 -2.901 -2.870  0.034
H -4.564 -3.801 -5.149  0.229
H -2.746 -5.326 -5.076  0.396
H -2.997 -5.479 -3.340  0.372
H -1.109 -4.032 -3.767  0.409
H -2.378 -3.068 -3.043  -0.178
H -3.147 -1.330 -4.016  0.158
H -3.771 -1.776 -5.626  0.255
H -2.306 -0.786 -5.456  0.273

Forces on atoms 1 to 3 (eV/Å):
N -0.068 0.181 -0.019
C 0.330 -0.216 0.209
N -0.146 -0.081 0.026

Molecular weight readings, ordered: 486.0; 476.1; 492.0; 452.6 g/mol